1.
82
Properties=species:S:1:pos:R:3:lowdin_spin:R:1 method="wB97M-V/def2-TZVPD" total_charge=+4 s2=2.101 gap_ev="4.5 / 3.6" homo_ev="-17.562 / -17.560" spin_multiplicity=3
W 0.47841 0.09789 0.69046 -0.03
C -0.09465 -0.53851 -3.05538 0.09
C -1.56005 -0.16799 -2.95773 0.03
C -2.00062 0.81098 -1.83169 0.00
Sb -2.07833 -0.15361 0.19323 0.03
C -3.64608 1.40889 0.95299 0.02
C -3.73843 1.22178 2.30989 0.00
C -4.35440 2.17119 3.14246 0.00
C -4.94689 3.28995 2.61645 0.00
C -4.98942 3.41740 1.21576 0.00
C -4.38626 2.45622 0.40017 0.00
C -3.41507 -1.85077 -0.45037 0.01
C -4.51200 -1.63350 -1.31754 0.00
C -5.56664 -2.56838 -1.42039 0.00
C -5.59497 -3.63379 -0.55587 0.00
C -4.53181 -3.90221 0.28586 0.00
C -3.46525 -3.00578 0.33328 0.00
Sb 0.93207 -1.60691 -1.28032 0.49
C 0.16337 -3.62236 -0.45112 0.11
C -0.66651 -4.48959 -1.14329 0.03
C -0.87557 -5.77482 -0.60255 0.01
C -0.25243 -6.18488 0.56343 0.03
C 0.58923 -5.31386 1.24649 0.00
C 0.80840 -4.05262 0.73184 0.02
C 0.76607 -0.08565 2.75173 0.02
C 1.15238 1.07120 3.44582 0.00
C 1.95816 0.89712 4.57740 0.00
C 2.07343 -0.33854 5.15559 0.00
C 1.31415 -1.39905 4.66239 0.00
C 0.73299 -1.30182 3.41802 0.00
H 0.53167 0.34390 -3.19255 0.00
H 0.04909 -1.27829 -3.86231 0.00
H -2.19098 -1.07278 -2.86918 0.00
H -1.78844 0.30657 -3.89204 0.01
H -2.96625 1.27754 -1.96187 0.00
H -1.24626 1.58527 -1.70579 0.00
H -3.21628 0.38985 2.76010 0.00
H -4.25742 2.05035 4.22458 0.00
H -5.38653 4.03713 3.29432 0.00
H -5.59763 4.20395 0.72061 0.00
H -4.47131 2.63090 -0.67902 0.00
H -4.55604 -0.78505 -2.03006 0.00
H -6.39004 -2.35520 -2.10280 0.00
H -6.45848 -4.29828 -0.59984 0.00
H -4.59314 -4.72633 0.99797 0.00
H -2.58260 -3.25818 0.91693 0.00
H -1.19195 -4.14088 -2.00909 0.00
H -1.54858 -6.46389 -1.15507 0.00
H -0.50546 -7.16861 0.99877 0.00
H 1.07966 -5.62453 2.20130 0.00
H 1.53453 -3.40479 1.28401 0.00
H 0.75689 2.03914 3.11947 0.00
H 2.32086 1.81851 5.11451 0.00
H 2.77736 -0.53461 5.99387 0.00
H 1.20093 -2.28624 5.27669 0.00
H 0.13014 -2.13744 3.00614 0.00
C 4.04673 -1.37518 1.16322 0.00
Sb 3.16025 0.22757 -0.11876 0.09
C 4.04250 0.38904 -2.13995 0.01
C 3.71756 1.88879 1.11532 0.03
H 5.06455 -1.08000 1.40489 0.00
H 3.93184 -2.36365 0.71476 0.00
H 3.47650 -1.37172 2.08940 0.00
H 5.05057 -0.07680 -2.21692 0.00
H 4.16545 1.46792 -2.26217 0.00
H 3.34282 -0.03866 -2.86215 0.01
H 4.80964 2.10689 1.05334 0.00
H 3.42001 1.72140 2.18247 0.00
H 3.12334 2.71635 0.66384 0.00
N 0.56432 3.18931 0.54594 -0.06
C 0.61497 1.94084 0.33556 0.02
H 0.99694 3.61992 -0.33653 0.00
C 4.23555 3.96068 -2.91574 0.08
S 3.75389 4.88101 -4.59849 0.26
C 4.78704 6.43924 -4.45946 0.06
O 4.29238 3.83228 -5.50622 0.58
H 5.16210 3.44206 -3.14792 0.00
H 3.38491 3.27382 -2.79915 0.00
H 4.26661 4.60114 -2.02897 0.00
H 4.59805 6.91392 -3.46494 0.00
H 4.40813 7.06704 -5.28717 0.00
H 5.85631 6.26083 -4.60088 0.01



2.
90
Properties=species:S:1:pos:R:3:mulliken_charge:R:1 method="wB97M-V/def2-TZVPD" total_charge=-2 gap_ev=6.1 homo_ev=-1.807
Al -0.05321 0.66545 0.66900 -2.29
C -2.07806 0.99149 3.26245 -0.73
C -1.16709 2.13766 2.96014 0.71
C -1.02051 3.32717 3.63794 -1.16
C -0.03572 4.08178 2.93641 -1.03
C 0.35777 3.31665 1.85881 0.24
C 1.32824 3.67045 0.76535 -0.91
N -0.32514 2.12100 1.87699 2.15
H -2.52950 1.12622 4.24693 0.39
H -1.53216 0.04832 3.26105 -0.42
H -2.88811 0.90370 2.52895 0.23
H -1.55825 3.61705 4.53041 0.45
H 0.32556 5.07301 3.17280 0.46
H 0.85027 4.27734 -0.00775 0.22
H 1.73689 2.78424 0.27397 -0.19
H 2.17097 4.23521 1.17303 0.36
C 4.48700 -0.92868 3.26845 -0.95
N 3.26702 -0.14542 3.21106 0.25
C 3.41972 1.28772 2.99000 -0.83
C 2.08836 -0.73074 2.87570 0.47
C 2.00170 -2.23093 2.96215 -0.59
O 1.12376 -0.04727 2.54664 -0.22
H 4.75603 -1.31653 2.28057 0.19
H 4.39761 -1.75989 3.96741 0.31
H 5.29003 -0.28151 3.61954 0.39
H 4.04311 1.47137 2.10876 0.29
H 3.88457 1.75206 3.86263 0.40
H 2.44336 1.73693 2.83231 0.08
H 2.20351 -2.58244 3.97844 0.50
H 2.71545 -2.68047 2.27307 0.36
H 0.99859 -2.51802 2.66880 -1.00
C -1.63707 0.07487 -6.81768 -1.78
C -0.81930 0.98398 -5.93052 1.19
C -0.78508 2.35103 -6.19524 -0.87
C -0.07635 3.22413 -5.38547 -1.00
C 0.62408 2.72677 -4.29871 -0.37
C 0.59726 1.36918 -4.02494 -1.82
N 1.28143 0.88190 -2.87094 0.96
C 2.50133 0.28400 -2.92329 1.67
C 3.17357 0.18435 -4.16488 -0.96
C 4.40122 -0.43091 -4.27346 -0.55
C 5.02771 -0.97942 -3.15616 -0.89
C 4.38315 -0.88003 -1.93798 -0.58
C 3.14416 -0.25891 -1.78188 -0.19
C 2.60772 -0.24469 -0.37650 0.31
O 3.22294 -0.85369 0.49624 -0.58
O 1.55107 0.45934 -0.13100 1.50
C -0.12722 0.47902 -4.82383 1.97
C -0.16579 -0.98128 -4.45343 -1.33
H -1.95092 0.60540 -7.71782 0.43
H -2.53868 -0.27336 -6.30525 0.35
H -1.07273 -0.80910 -7.12157 0.35
H -1.35230 2.73734 -7.03631 0.27
H -0.10120 4.29102 -5.57118 0.37
H 1.15188 3.38830 -3.62272 0.46
H 0.80918 0.97126 -1.97857 -0.34
H 2.70170 0.61241 -5.03989 0.43
H 4.87933 -0.48181 -5.24595 0.37
H 5.98838 -1.47184 -3.23722 0.37
H 4.82814 -1.29469 -1.04391 0.44
H 0.73807 -1.49910 -4.79556 0.30
H -1.02976 -1.48287 -4.88769 0.51
H -0.22241 -1.10023 -3.37176 -0.06
N -2.40917 0.33823 -1.99400 -0.36
C -1.87776 1.44746 -1.55894 -0.06
O -0.84531 1.41758 -0.75281 1.14
C -2.35146 2.77242 -1.92474 0.70
C -1.71303 3.96675 -1.50941 0.22
N -1.19736 4.96194 -1.21000 -0.93
C -3.45470 2.89308 -2.80531 -0.71
N -4.36874 2.96578 -3.51702 -0.84
H -3.18781 0.55315 -2.60799 0.10
H -2.18067 -1.12066 -1.60897 0.42
O -0.69824 -1.49144 -0.57871 -0.40
O -1.80666 -2.00852 -1.35668 -0.63
C -1.49929 -2.62170 3.66621 -1.40
Ge -1.69548 -2.59871 1.70398 0.55
C -0.68660 -4.12908 1.01545 -1.33
C -3.58922 -3.04362 1.44330 -1.51
C -1.20103 -1.00406 0.69560 -0.45
H -2.00138 -3.51891 4.04368 0.50
H -1.96919 -1.74657 4.11887 0.47
H -0.45297 -2.64714 3.98152 0.40
H -0.92975 -5.03068 1.58586 0.46
H 0.39123 -3.96190 1.05180 0.35
H -0.96705 -4.26913 -0.03097 0.36
H -3.81347 -4.02833 1.86666 0.42
H -3.80506 -3.04764 0.37356 0.35
H -4.23264 -2.30151 1.92563 0.39
H -2.16313 -0.50645 0.48815 0.74



Let's list relative energy (zero: lowest compared OMol25 entry of this formula, charge and spin) in order: 324.7; 116.5 kJ/mol.